Model A:
A structure of composition C2HFI2O, computed with the ωB97M-V functional and the def2-TZVPD basis.

Properties
Frontier orbital gap   0.352 hartree
HOMO   -10.25 eV
LUMO energy   -0.67 eV

ORCA input file:
```
! wB97M-V def2-TZVPD RIJCOSX def2/J DEFGRID3
* xyz 0 1
C 0.45006 0.61026 0.65381
C -0.30186 -0.35280 -0.26675
O 0.09170 0.95791 1.73113
F 0.81797 -0.71288 -1.46064
I -0.96548 -2.19588 0.42234
I -1.52288 0.95357 -1.36311
H 1.43048 0.73983 0.28323
*
```



Model B:
The molecule C2HFI2O, computed with the ωB97M-V functional and the def2-TZVPD basis.

Properties
Frontier orbital gap   0.202 hartree
HOMO   -9.06 eV
LUMO energy   -3.57 eV

ORCA input file:
```
! wB97M-V def2-TZVPD RIJCOSX def2/J DEFGRID3
* xyz 0 1
C 0.78999 -0.78405 0.90470
C 0.67296 0.43308 0.16373
O 1.81599 -1.33433 1.21532
F 1.55102 1.03875 -0.65165
I -3.42960 0.59798 -2.35101
I -1.16298 1.01817 -0.39652
H -0.23737 -0.96960 1.11544
*
```



Of them, the most stable is model A and the least stable is model B.